# 1
A structure of composition C16H26IrOS5, computed with wB97M-V/def2-TZVPD.

Summary:
Highest occupied orbital energy, Eh: -0.6428
Total charge: +3

Structure (XYZ):
```
49
Properties=species:S:1:pos:R:3:forces:R:3
Ir -0.2817 0.1625 1.2250 -0.2 -0.5 0.1
C -2.9071 -1.3741 -0.1191 0.0 0.1 0.0
C -1.9091 -1.3181 -1.2700 0.0 0.0 0.0
S -0.5558 -0.0770 -1.1384 -0.1 0.1 -0.1
C -1.4158 1.4861 -1.5652 0.0 0.0 0.0
C -2.3340 2.0441 -0.4854 0.0 -0.1 0.0
S -1.3341 2.1323 1.0213 0.2 0.0 0.0
C -2.4408 2.2641 2.4450 0.0 -0.2 0.0
C -1.5794 1.9647 3.6670 0.0 0.0 0.0
S -0.5776 0.4275 3.5762 -0.1 0.0 0.0
C -1.8100 -0.8771 3.9606 0.0 0.0 0.0
C -2.8475 -1.1638 2.8803 0.0 0.1 -0.1
S -1.8859 -1.4627 1.3718 0.1 0.3 0.0
H -3.5112 -2.2795 -0.1896 0.0 0.0 0.0
H -3.5663 -0.5099 -0.0629 0.0 -0.1 0.0
H -2.4121 -1.1325 -2.2199 0.0 0.0 0.0
H -1.3852 -2.2712 -1.3643 0.0 0.0 0.0
H -1.9617 1.3039 -2.4915 0.0 0.0 0.0
H -0.6149 2.1912 -1.7955 0.0 0.0 0.0
H -3.2273 1.4455 -0.3173 0.0 0.0 0.0
H -2.6352 3.0661 -0.7249 0.0 0.0 0.0
H -3.2787 1.5805 2.3196 0.0 0.1 0.0
H -2.8185 3.2876 2.4817 0.0 0.0 0.0
H -2.1865 1.8935 4.5702 0.0 0.0 0.0
H -0.8506 2.7604 3.8308 0.0 0.0 0.0
H -2.2870 -0.5956 4.9004 0.0 0.0 0.0
H -1.2083 -1.7657 4.1623 0.0 0.0 0.0
H -3.5600 -0.3558 2.7263 0.0 0.0 0.0
H -3.3958 -2.0770 3.1172 0.0 0.0 0.0
C 2.6636 -1.7354 -4.8328 0.0 0.0 0.0
C 2.6872 -1.0940 -3.4818 0.0 0.0 0.1
C 2.5633 -1.8637 -2.3147 0.0 0.0 0.0
C 2.6372 -1.2840 -1.0636 0.0 0.0 0.0
C 2.8083 0.0983 -0.9739 0.0 0.0 0.0
C 2.9155 0.8911 -2.1160 0.0 0.0 0.0
C 2.8601 0.2878 -3.3597 0.0 -0.1 0.0
S 2.9107 0.9316 0.5578 0.0 0.0 0.1
C 4.2849 0.1673 1.3964 0.0 0.0 -0.1
O 1.7134 0.3875 1.4541 -0.1 0.3 -0.1
H 2.6183 -2.8196 -4.7647 0.0 0.0 0.0
H 3.5562 -1.4624 -5.3968 0.0 0.0 0.0
H 1.8043 -1.3880 -5.4094 0.0 0.0 0.0
H 2.4503 -2.9371 -2.3994 0.0 0.0 0.0
H 2.5775 -1.9010 -0.1749 0.0 0.0 0.0
H 3.0760 1.9597 -2.0319 0.0 0.0 0.0
H 2.9791 0.8914 -4.2507 0.0 0.0 0.0
H 4.1706 -0.9137 1.4047 0.0 0.0 0.0
H 4.3230 0.5772 2.4032 0.0 0.0 0.0
H 5.1786 0.4568 0.8421 0.0 0.0 0.0
```
Positions in Å, forces in eV/Å.



# 2
An isolated molecule of C16H26N2O2, computed with wB97M-V/def2-TZVPD.

Summary:
Highest occupied orbital energy, Eh: -0.3055

Structure (XYZ):
```
46
Properties=species:S:1:pos:R:3:forces:R:3
C 0.2275 -1.5433 0.8573 0.0 0.2 0.1
C -0.2176 -0.1443 1.3173 0.4 0.0 0.0
C 0.3511 0.1218 2.7231 -0.2 0.0 -0.3
C 0.4013 0.9023 0.3645 0.0 -0.1 0.1
N -0.3093 0.9856 -0.8966 0.0 -0.3 -0.2
C 0.3069 1.8244 -1.9069 0.0 0.0 -0.4
C 1.1304 1.0691 -2.9812 0.1 0.5 0.4
O 0.2742 0.4071 -3.8843 -0.2 -0.3 -0.1
C 2.1418 0.1480 -2.3333 0.0 0.0 -0.2
C 3.2825 0.6892 -1.7486 -0.1 -0.1 -0.1
C 4.2006 -0.1253 -1.1137 0.1 0.1 0.1
C 3.9939 -1.4949 -1.0579 0.0 -0.1 0.0
C 2.8703 -2.0420 -1.6499 0.0 -0.1 0.0
C 1.9488 -1.2249 -2.2842 0.0 0.1 -0.1
N -1.6799 -0.0829 1.2482 -0.1 0.0 0.0
C -2.3870 -0.9963 2.1299 -0.4 0.0 -0.2
C -3.8520 -1.0588 1.6921 0.2 -0.3 0.2
O -4.4641 0.2051 1.7665 -0.1 0.0 0.1
C -3.7588 1.1292 0.9712 0.3 0.3 0.0
C -2.2871 1.2309 1.3780 -0.3 0.0 0.0
H -0.3532 -1.8597 -0.0052 -0.1 -0.1 -0.1
H 1.2803 -1.5320 0.5864 0.1 0.0 0.0
H 0.0975 -2.2790 1.6462 0.0 -0.1 0.1
H 1.4375 0.1134 2.6863 0.2 0.0 0.0
H 0.0269 1.0924 3.0912 0.0 0.1 0.1
H 0.0262 -0.6438 3.4230 0.0 -0.1 0.1
H 1.4658 0.6474 0.2384 -0.1 0.1 0.1
H 0.3637 1.8946 0.8269 0.0 0.0 0.0
H -0.4813 0.0504 -1.2479 -0.1 0.0 0.1
H 0.9398 2.5642 -1.4134 0.0 0.0 0.0
H -0.4918 2.3596 -2.4371 0.2 0.1 -0.1
H 1.6651 1.8093 -3.5890 -0.1 -0.1 0.1
H -0.4343 -0.0165 -3.3852 0.0 0.0 -0.1
H 3.4471 1.7566 -1.7934 0.0 0.1 0.0
H 5.0814 0.3071 -0.6620 0.1 0.0 0.0
H 4.7107 -2.1315 -0.5606 0.1 -0.1 0.0
H 2.7060 -3.1093 -1.6184 0.0 -0.1 0.0
H 1.0851 -1.6659 -2.7602 -0.1 0.0 -0.1
H -1.9614 -1.9958 2.0624 0.0 0.0 0.0
H -2.3559 -0.6624 3.1817 0.0 -0.1 0.0
H -4.4233 -1.7175 2.3491 0.1 0.0 -0.1
H -3.9016 -1.4372 0.6595 0.0 0.0 0.1
H -4.2607 2.0896 1.1009 0.1 0.0 -0.1
H -3.8118 0.8268 -0.0853 0.0 0.1 0.0
H -1.7994 1.9270 0.7015 0.0 0.1 0.0
H -2.2319 1.6123 2.4128 0.0 0.0 0.0
```
Positions in Å, forces in eV/Å.



# 3
A cluster of 2 separate species, C16H26N2O3 in total in a non-equilibrium geometry, computed with wB97M-V/def2-TZVPD.

Summary:
Highest occupied orbital energy, Eh: -0.1995

Structure (XYZ):
```
47
Properties=species:S:1:pos:R:3:forces:R:3
N 5.1867 1.0004 0.0171 0.2 -0.3 0.1
C 4.3614 1.2543 1.1386 0.1 0.1 -0.1
O 4.5707 0.7045 2.1902 0.3 -0.1 0.6
C 3.2679 2.2434 0.9298 0.0 -0.1 -0.9
C 2.0776 1.5770 0.1774 -0.3 0.5 0.4
C 0.7000 2.0195 0.6967 -0.3 -0.5 -0.7
C -0.0651 2.8301 -0.3656 0.3 -0.7 1.0
C -1.5780 2.8594 -0.2869 0.4 0.4 0.1
O -2.1895 3.7797 -0.7764 -0.5 0.4 -0.3
C -2.3691 1.7829 0.3762 -0.3 -0.6 0.0
C -2.1678 1.4053 1.7032 0.3 0.1 0.1
C -2.9169 0.4029 2.3052 0.0 0.2 -0.5
C -3.8986 -0.2431 1.5581 0.1 -0.1 0.1
C -4.1201 0.1349 0.2423 0.0 0.0 -0.3
C -3.3679 1.1435 -0.3546 0.2 0.0 0.4
H 4.7027 0.4589 -0.6894 -0.1 0.4 -0.3
H 5.9757 0.4484 0.3329 0.0 -0.1 0.0
H 2.9630 2.6597 1.8781 -0.1 -0.1 0.3
H 3.6666 3.0346 0.3012 0.0 0.3 0.1
H 2.1678 1.8191 -0.8876 0.1 -0.2 -0.2
H 2.2245 0.5031 0.2849 0.1 -0.4 -0.1
H 0.9060 2.7017 1.5195 -0.3 -0.1 0.4
H 0.2215 3.8822 -0.3695 0.0 0.3 -0.5
H 0.1715 2.3754 -1.3322 -0.1 0.2 -0.3
H -1.3841 1.8877 2.2567 0.1 0.1 0.1
H -2.6950 0.1543 3.3307 -0.2 -0.2 0.2
H -4.4911 -1.0406 1.9804 -0.1 -0.1 0.1
H -4.8886 -0.3473 -0.3439 -0.1 -0.1 0.0
H -3.5404 1.4417 -1.3761 -0.1 0.0 -0.2
C 0.3371 -1.1307 -1.8407 0.0 0.1 0.0
C 0.5872 -1.7522 -0.4780 -0.2 0.1 -0.4
C 0.4823 -3.2773 -0.4580 -0.1 0.0 0.4
O -0.8676 -3.6981 -0.5313 0.1 -0.1 -0.2
C -1.3356 -4.0848 -1.8216 -0.1 0.1 0.1
N -0.4531 -1.2399 0.4667 -0.5 0.0 0.0
H -0.7073 -1.2252 -2.1445 0.0 -0.1 0.0
H 0.5815 -0.0695 -1.8230 0.0 0.1 0.1
H 0.9595 -1.6086 -2.5962 0.0 0.0 0.0
H 1.5523 -1.4367 -0.0992 0.1 0.0 0.1
H 0.8679 -3.6491 0.4961 0.0 0.0 0.0
H 1.0891 -3.7182 -1.2505 0.0 0.1 -0.1
H -0.5251 -4.4732 -2.4400 0.0 0.0 0.0
H -1.8127 -3.2449 -2.3310 0.1 0.0 -0.1
H -2.0775 -4.8680 -1.6804 0.0 0.0 0.0
H -0.6399 -0.2060 0.3822 0.7 0.2 0.3
H -0.2128 -1.4317 1.4387 0.1 0.3 0.0
H -1.3169 -1.7599 0.2738 -0.1 0.1 0.0
```
Positions in Å, forces in eV/Å.



Calculated Kohn-Sham gap (eV), listed in the same order as above: 6.12 9.03 5.46